{"formula": "C6H9NS", "method": "ωB97M-V with the def2-TZVPD basis set", "e_tot_ha": -686.8483, "charge": 0, "relative_energy_kcal_mol": 71.84, "orbital_gap_ev": 8.6, "elements": ["C", "C", "C", "S", "N", "C", "H", "H", "H", "H", "H", "C", "C", "H", "H", "H", "H"], "xyz": [[3.019, 0.485, 0.768], [3.449, 0.172, -0.476], [2.513, -0.084, -1.554], [1.346, -1.370, -0.811], [0.941, -0.641, 0.556], [1.645, 0.275, 1.157], [3.616, 0.827, 1.641], [4.405, 0.353, -0.818], [3.022, -0.494, -2.367], [1.834, 0.644, -2.019], [1.291, 0.697, 2.133], [-2.282, -0.726, 1.515], [-2.162, -1.176, 0.286], [-2.090, 0.249, 1.905], [-2.765, -1.307, 2.357], [-1.663, -0.622, -0.415], [-2.437, -2.233, -0.060]], "forces_ev_per_angstrom": [[0.347, 0.541, 0.347], [-1.378, 1.691, 1.830], [-2.548, -1.319, 0.162], [0.993, 0.209, -1.423], [-0.399, 1.226, 1.912], [-0.413, -1.001, -0.138], [0.168, -0.303, -1.127], [2.270, -0.006, -0.050], [0.719, -1.055, -1.328], [0.401, 0.588, 0.812], [0.061, -0.539, -1.017], [-1.769, -1.301, 2.026], [-0.899, -2.747, 0.777], [0.685, 0.722, -0.533], [0.519, 0.189, -1.286], [0.968, 1.445, -1.824], [0.275, 1.661, 0.861]]}



{"formula": "C6H9NS", "method": "ωB97M-V with the def2-TZVPD basis set", "e_tot_ha": -686.9124, "charge": 0, "relative_energy_kcal_mol": 31.65, "orbital_gap_ev": 9.0, "elements": ["N", "C", "C", "C", "C", "C", "S", "C", "H", "H", "H", "H", "H", "H", "H", "H", "H"], "xyz": [[0.227, -2.305, -1.725], [-0.471, -1.017, -1.351], [-0.750, -1.037, 0.122], [0.317, -0.642, 1.117], [1.473, 0.193, 0.703], [1.194, 1.390, 0.247], [-0.510, 1.791, 0.269], [-0.952, 0.176, 0.927], [1.185, -2.241, -1.342], [0.222, -2.336, -2.748], [0.110, -0.132, -1.684], [-1.424, -1.028, -1.881], [-1.415, -1.822, 0.481], [0.390, -1.264, 2.003], [2.461, -0.255, 0.805], [1.926, 2.104, -0.100], [-1.757, 0.083, 1.658]], "forces_ev_per_angstrom": [[-0.259, 1.196, 0.331], [0.444, -1.053, -0.427], [0.228, -0.215, -0.594], [-0.351, 0.021, 0.564], [0.449, -2.005, 0.476], [-0.074, 0.786, -0.218], [-0.359, 0.192, 0.172], [-0.324, 0.500, 0.439], [-0.596, -0.204, -0.709], [0.560, -0.174, 0.480], [-0.440, -0.358, 0.410], [-0.016, 0.175, -0.076], [0.368, -0.168, -0.395], [0.239, 0.102, -0.075], [-0.047, 0.474, -0.125], [-0.138, 0.098, -0.094], [0.317, 0.634, -0.157]]}



{"formula": "C6H9NS", "method": "ωB97M-V with the def2-TZVPD basis set", "e_tot_ha": -686.8259, "charge": 0, "relative_energy_kcal_mol": 85.91, "orbital_gap_ev": 8.2, "elements": ["C", "C", "C", "C", "C", "C", "H", "H", "H", "H", "H", "H", "H", "H", "H", "N", "S"], "xyz": [[0.310, -2.155, -0.756], [0.786, -0.725, -0.678], [2.236, -0.636, -1.246], [-0.697, 0.670, 0.651], [-1.051, 0.638, -0.742], [-0.133, -0.046, -1.603], [-0.642, -2.141, -0.301], [0.117, -2.306, -1.983], [1.285, -3.100, -0.560], [2.302, -1.063, -2.205], [2.837, -1.375, -0.573], [2.424, 0.371, -1.082], [1.090, -0.381, 1.323], [-1.687, 1.345, -1.131], [-0.130, -0.045, -2.776], [0.331, -0.239, 0.517], [-1.163, 1.494, 1.994]], "forces_ev_per_angstrom": [[3.187, -3.548, -4.906], [-0.120, -1.921, -4.052], [-0.565, -2.385, 4.436], [2.181, -1.734, -1.013], [1.874, -0.415, -4.178], [-3.563, 2.947, 0.804], [-0.829, -1.209, 0.848], [0.416, -0.276, 3.235], [-3.440, 2.975, 0.094], [-0.190, 0.086, -1.369], [-0.495, 1.716, -0.991], [1.589, 1.778, -0.383], [-2.745, 0.548, -1.810], [-1.960, 1.161, -0.816], [-0.067, -0.160, 2.675], [4.792, 0.749, 7.960], [-0.065, -0.312, -0.536]]}



{"formula": "C6H9NS", "method": "ωB97M-V with the def2-TZVPD basis set", "e_tot_ha": -686.8600, "charge": 0, "relative_energy_kcal_mol": 64.54, "orbital_gap_ev": 8.7, "elements": ["C", "C", "C", "C", "C", "C", "H", "H", "H", "H", "H", "H", "H", "H", "H", "N", "S"], "xyz": [[-1.736, -0.984, 0.363], [-0.496, -0.341, -0.062], [0.796, -0.410, 0.846], [1.413, 0.203, -0.492], [0.699, 1.596, -0.447], [0.477, -0.799, -1.059], [-1.526, -2.017, 0.630], [-2.132, -0.449, 1.252], [-2.496, -1.032, -0.409], [0.563, 0.454, 1.649], [1.174, -1.361, 1.100], [2.544, 0.438, -0.500], [0.731, 2.036, -1.433], [1.224, 2.168, 0.380], [-1.083, 1.548, 0.457], [-0.713, 1.055, -0.307], [0.562, -2.105, -1.968]], "forces_ev_per_angstrom": [[-0.814, -1.163, 0.627], [-0.721, -0.149, 1.355], [-1.387, 4.091, 0.468], [2.860, 2.091, 2.091], [0.108, -2.149, -0.865], [0.322, 0.388, -1.432], [-0.102, -0.117, 0.220], [0.115, -0.361, -0.478], [-0.107, 0.299, -0.178], [1.201, -2.341, -1.087], [0.271, -0.890, 0.709], [-1.639, -1.440, -0.749], [0.466, 0.762, 0.044], [-1.253, -0.299, -0.942], [-1.221, 0.201, 1.363], [1.766, 1.560, -0.790], [0.135, -0.482, -0.356]]}